(1)
Entry from OMol25: a molecular structure, C30H33Cl5N10O4Sc (wB97M-V/def2-TZVPD).

Last column: Mulliken charge in e.
CARTESIAN COORDINATES (ANGSTROEM)
C1 2.8014 0.5556 2.0040  0.770
C2 -0.1738 -1.2132 3.2865  -1.154
H1 -0.6628 -2.0065 3.8685  0.456
C3 -2.1328 -0.2129 -1.2130  -0.097
H2 2.0997 3.7526 1.6461  0.394
H3 -4.0595 -3.8883 -2.5915  0.412
N1 2.0126 -0.4687 0.0061  1.246
H4 -2.0123 1.4903 4.4400  0.379
O1 3.0307 -1.7855 1.6859  -0.797
Cl1 -0.4486 5.8329 1.8511  -0.672
N2 -1.6820 -4.5200 -1.1966  -0.104
H5 -0.0910 6.3121 -3.6208  0.406
H6 2.9966 3.8150 4.0640  0.398
H7 -3.5584 -4.5377 -0.2928  0.272
C4 2.4136 -1.0329 -1.1783  -0.221
C5 -1.0842 -0.0222 3.0897  1.111
H8 0.7544 -0.9184 3.7733  0.295
H9 -1.8064 -5.2224 -1.9216  0.273
C6 2.6884 -0.6800 1.2225  -0.163
N3 -0.3654 0.7301 2.0522  0.784
C7 3.2621 0.4705 3.3373  -0.644
C8 -0.1983 4.4262 -0.8126  0.318
H10 0.1180 -1.6438 2.3002  -0.241
N4 1.5924 0.9761 -2.0369  0.383
C9 -1.8378 -1.1004 -2.4257  1.419
N5 -1.5297 -0.3435 -3.6425  -0.691
H11 -3.0592 -0.8006 3.5939  0.471
O2 1.7093 1.9171 -4.1656  -0.815
C10 -1.1955 0.7525 4.4223  -1.856
C11 0.6676 4.2885 -3.3856  -0.880
H12 -2.5296 -2.7361 -3.6859  0.372
H13 1.4585 -5.0432 -0.7524  0.236
Cl2 -2.9913 4.7818 3.2658  -0.182
H14 -1.3696 0.0245 5.2526  0.445
C12 3.3321 1.6561 4.0794  -0.289
H15 -3.0419 0.3998 2.3017  0.303
C13 -3.6356 -3.1456 -1.9204  -0.776
H16 -0.8588 6.4314 -1.1860  0.422
O3 -1.0891 0.5086 -0.8696  -0.134
H17 -0.9163 -1.6696 -2.2792  -0.438
H18 3.3502 -2.7847 -0.3655  0.644
H19 0.6695 -3.4266 0.6980  0.258
H20 -2.6655 -3.0593 -0.0132  -0.574
C14 -2.5142 -0.4496 2.7185  -1.094
H21 0.9812 4.0758 -4.4112  0.455
C15 -1.5108 3.9443 3.2874  0.334
H22 -0.5212 4.5735 0.2268  -0.226
C16 -2.9484 -2.1221 -2.8803  -1.157
H23 -2.4914 -1.2441 1.9412  -0.090
Cl3 -0.4173 4.4145 4.5696  -0.191
N6 0.4023 3.2831 -1.1821  0.492
N7 -0.2877 -3.6099 0.4603  -0.258
H24 -2.2098 0.3724 -3.8789  0.313
C17 2.4963 2.8550 2.1482  -0.171
H25 -0.2565 1.2832 4.6106  0.358
H26 3.4395 -0.5430 3.7649  0.392
N8 0.4978 -5.2532 -1.0083  -0.494
Cl4 2.6146 -2.9436 -5.2349  -0.256
C18 -0.3661 5.5487 -1.6396  -0.755
O4 -3.2262 -0.1649 -0.6242  -0.681
Sc1 0.5865 1.1606 0.0304  -0.409
Cl5 3.6509 -4.5027 -2.5613  -0.227
C19 0.0458 5.4613 -2.9676  -0.317
N9 -0.6305 2.0337 1.9266  -0.376
H27 3.6694 1.6772 5.1136  0.399
N10 2.3633 1.7037 1.4438  0.069
C20 2.7280 -2.1678 -3.6877  -0.042
C21 2.3125 -0.8266 -3.6073  -0.576
H28 -3.7754 -1.5369 -3.2946  0.287
H29 -0.8699 -2.7778 0.5269  -0.019
C22 -2.8931 -3.8151 -0.7829  0.402
C23 -1.3001 2.8382 2.5751  -0.196
C24 0.8531 3.2355 -2.4569  0.440
C25 2.1105 -0.2542 -2.3597  -0.047
H30 -4.4798 -2.6347 -1.4342  0.380
C26 -0.4806 -4.3946 -0.6124  0.680
C27 3.0398 -2.2696 -1.2812  -0.917
H31 0.4315 -5.6517 -1.9403  0.241
C28 1.4231 1.9868 -2.9583  0.367
C29 3.1515 -2.8577 -2.5458  0.204
C30 2.9380 2.8668 3.4861  -0.623
H32 -0.6084 0.0884 -3.6620  0.076
H33 2.0902 -0.2422 -4.5034  0.493

energy: -138055.2122 eV
total charge: -1
Kohn-Sham gap: 5.4 eV
energy above the lowest of the compared OMol25 structures with the same formula, charge and spin: 0.0 kcal/mol
HOMO energy: -0.1501 Eh
F_max: 3.35 eV/A

(2)
Entry from OMol25: a molecular structure, C33H27CsF9N4SSb2Te (wB97M-V/def2-TZVPD).

Last column: Mulliken charge in e.
CARTESIAN COORDINATES (ANGSTROEM)
H1 2.5278 5.6961 -2.6571  0.458
F1 -4.7700 -3.9956 5.6297  -0.342
H2 0.6981 -2.4463 -5.1338  0.438
H3 1.3337 -4.2019 -3.4753  0.416
C1 1.8723 -4.4550 2.3545  0.358
H4 -1.7197 -0.9164 4.5117  0.465
S1 0.5908 -3.4725 2.7362  -0.230
H5 3.1122 -5.9842 2.9190  0.233
H6 -5.2148 -4.1134 3.0945  0.441
C2 -1.7383 -2.5886 -0.8264  -0.205
H7 -1.4969 2.3064 0.3021  0.416
Sb1 -1.6634 -0.5578 1.4554  0.644
C3 5.3496 3.4700 -4.0348  -0.681
C4 -2.4639 2.3052 0.7919  -0.504
H8 3.4304 6.1112 -4.9151  0.398
C5 -3.8066 -1.4879 -2.3132  -0.779
F2 0.2752 1.3685 3.8909  -0.601
H9 1.8732 -5.5449 4.0681  0.205
H10 -4.5020 0.3420 2.6519  0.404
C6 -2.3963 -1.4570 -0.3452  -0.271
C7 -4.1204 -3.2504 4.7118  0.391
C8 0.9577 -0.8584 -3.7123  -0.685
C9 3.8221 4.0341 -2.2630  0.642
H11 -2.8645 4.3707 0.2924  0.422
H12 2.3056 3.2616 -0.9248  0.341
F3 2.7206 1.8338 3.1165  -0.627
F4 -0.4656 3.8697 3.0156  -0.563
C10 -3.1295 -2.6085 -2.7487  0.337
F5 -3.4790 -3.1648 -3.9289  -0.362
C11 -4.8949 2.3738 2.1335  -0.706
H13 5.0065 1.1420 -2.2438  0.348
C12 5.3828 2.1079 -1.9076  -1.042
C13 0.9664 -2.1771 -4.1211  -0.391
C14 -4.1335 1.2133 2.1231  0.018
C15 -2.1008 -3.1819 -2.0259  -0.582
C16 -2.4865 -1.6123 4.1861  -0.577
H14 -4.0234 -2.7523 1.3935  0.458
C17 -3.1543 -2.3633 5.1417  -0.626
F6 1.5379 3.6051 4.8052  -0.552
C18 -3.4327 -0.9182 -1.1026  -0.132
C19 -4.4149 3.4779 1.4587  0.355
C20 1.6432 -2.7655 -1.9098  0.926
N1 1.6446 -1.4912 -1.5079  -0.053
F7 0.7134 2.0570 1.4320  -0.497
N2 2.6068 -4.4290 1.1763  -1.115
C21 4.8454 3.2307 -2.7587  0.349
H15 6.1519 2.8494 -4.4161  0.424
H16 1.3103 0.4589 -2.0459  0.615
C22 1.9665 -3.8189 -0.9260  -0.740
C23 -3.2110 3.4722 0.7832  -0.694
C24 3.8233 5.2997 -4.3167  -0.549
Cs1 2.1650 -0.3097 1.4560  1.214
H17 -4.6067 -1.0773 -2.9141  0.476
C25 3.3172 5.0666 -3.0497  -0.664
H18 -2.9341 -2.2749 6.1965  0.440
C26 -3.7727 -2.6382 2.4417  -0.051
H19 -3.9567 -0.0352 -0.7541  0.454
H20 0.6839 -0.0606 -4.3879  0.450
C27 1.3195 -3.1558 -3.2007  -0.666
H21 6.4704 2.0782 -1.9203  0.485
C28 4.8441 4.4981 -4.8118  -0.531
H22 5.2508 4.6813 -5.7978  0.391
F8 -5.1486 4.6095 1.4655  -0.342
C29 3.2701 3.7672 -0.8881  -0.935
F9 2.0927 4.1859 2.1754  -0.562
C30 -2.7876 -1.7358 2.8309  -0.228
Te1 4.6923 2.5027 0.0822  -0.002
N3 2.1816 -3.5634 0.2981  0.730
Sb2 1.1234 2.8794 3.1270  2.566
H23 -5.8398 2.4332 2.6557  0.446
C31 1.3087 -0.5682 -2.3971  -0.487
H24 1.9627 -4.8516 -1.2745  0.337
H25 3.1489 4.6734 -0.3000  0.572
C32 -4.4478 -3.4064 3.3796  -0.720
N4 2.3248 -5.4163 3.1807  -0.364
C33 -2.9171 1.1616 1.4485  -0.175
H26 -1.6060 -4.0659 -2.4064  0.489
H27 -0.9246 -3.0219 -0.2502  0.279

energy: -96831.6526 eV
spin multiplicity: 2
Kohn-Sham gap (alpha / beta): 7.0 / 5.3 eV
energy above the lowest of the compared OMol25 structures with the same formula, charge and spin: 0.0 kcal/mol
HOMO energy (alpha / beta): -0.2952 / -0.2952 Eh
F_max: 0.74 eV/A

(3)
Entry from OMol25: C5H8O2 in the gas phase (wB97M-V/def2-TZVPD).

Last column: Mulliken charge in e.
CARTESIAN COORDINATES (ANGSTROEM)
H1 -1.5407 -0.1764 1.8001  0.310
O1 -1.1228 -0.1990 -1.0140  -0.423
H2 0.7857 2.2155 0.4112  0.355
H3 -0.3878 1.5556 -1.7606  0.334
H4 -1.7895 -1.7821 0.1280  0.371
C1 0.5935 1.1638 0.2060  0.010
H5 2.0697 1.0546 -1.4959  0.284
H6 1.6765 -0.5328 -0.6861  0.201
C2 1.3587 0.4820 -0.9055  -0.615
H7 -0.0921 -1.8428 -0.3268  0.280
C3 -0.1171 0.7768 -1.0515  -0.115
O2 0.3826 0.4368 1.3863  -0.405
C4 -0.8965 -1.1653 -0.0108  -0.521
C5 -0.6178 -0.5663 1.3528  -0.374
H8 -0.3022 -1.4203 1.9669  0.308

energy: -9407.5252 eV
Kohn-Sham gap: 10.2 eV
energy above the lowest of the compared OMol25 structures with the same formula, charge and spin: 53.2 kcal/mol
HOMO energy: -0.3377 Eh
F_max: 0.45 eV/A

(4)
Entry from OMol25: C6H4Cl2N2 in the gas phase (wB97M-V/def2-TZVPD).

Last column: Mulliken charge in e.
CARTESIAN COORDINATES (ANGSTROEM)
Cl1 0.9183 -2.7138 0.1783  -0.046
H1 -1.6026 -0.4803 1.7393  0.362
C1 -1.2986 0.0293 -0.4591  -0.603
C2 -0.2046 -1.8539 0.9957  -0.095
H2 -2.3899 -0.0727 -0.5497  0.287
H3 -1.4083 1.9431 0.3844  0.549
N1 1.9374 -1.0072 -1.5623  -0.451
N2 0.4188 1.7230 0.0119  -0.492
C3 1.8126 -0.1048 -0.8435  0.425
C4 -1.1348 -0.9970 0.9290  -0.217
C5 -0.8163 1.2624 -0.0049  -0.199
H4 -0.7886 -0.6589 -1.1532  0.451
Cl2 2.9748 1.8979 0.4631  -0.160
C6 1.5817 1.0330 -0.1292  0.187

energy: -34305.4887 eV
Kohn-Sham gap (alpha / beta): 7.6 / 6.7 eV
energy above the lowest of the compared OMol25 structures with the same formula, charge and spin: 119.6 kcal/mol
HOMO energy (alpha / beta): -0.3121 / -0.3103 Eh
F_max: 5.12 eV/A

(5)
Entry from OMol25: 7 unconnected molecules or ions with the total composition C28H38F12O17 (wB97M-V/def2-TZVPD).

Last column: Mulliken charge in e.
CARTESIAN COORDINATES (ANGSTROEM)
F1 -7.6007 -9.5483 -9.1852  -0.256
O1 -1.5028 -16.8716 0.4469  -0.534
H1 -2.5339 -11.2467 -4.0070  -0.484
H2 -0.9142 -15.3883 -2.9104  0.341
C1 2.7820 -15.9570 -3.0489  0.503
H3 -4.3005 -11.4539 -4.1126  -0.288
O2 -0.1829 -13.5063 -6.5986  -0.553
C2 -5.4595 -9.9694 0.2108  0.577
C3 1.7731 -15.7600 -10.3538  -0.329
C4 -0.3450 -9.4436 1.5350  0.788
O3 -1.0917 -11.4694 -6.6573  -0.315
H4 -2.4380 -10.0067 -5.8332  0.385
O4 -8.2756 -12.0758 -7.8402  -0.527
C5 -4.1098 -8.6435 -0.8542  -0.233
H5 -6.9059 -11.0014 -5.0429  0.172
C6 -5.0127 -9.3612 -1.8988  1.300
C7 -2.3917 -10.8756 -6.4897  -0.671
C8 1.8514 -15.2436 -5.0278  -0.054
C9 -9.1319 -11.2819 -5.2175  -0.430
C10 0.7116 -15.8191 -4.1661  0.206
C11 3.3057 -16.7162 -12.1053  0.290
C12 -0.1252 -15.7546 1.9733  0.885
H6 1.2229 -15.3088 -11.1795  0.352
H7 -4.3419 -13.5528 -1.1656  0.424
C13 2.0519 -14.9139 -9.1409  -0.875
F2 5.5688 -17.0346 -11.2896  -0.239
H8 -4.2593 -12.1719 -6.2871  0.422
O5 -2.4720 -13.1523 -6.1375  -0.346
H9 -7.5689 -12.5753 -4.5840  0.432
C14 -2.3477 -14.3405 -0.6144  0.337
C15 0.1558 -10.2998 0.2590  0.419
F3 -9.5530 -10.2638 -9.3876  -0.251
H10 -0.8809 -11.2483 -2.1573  0.170
F4 -0.2648 -14.6643 2.8106  -0.237
H11 -9.6360 -12.2434 -5.3149  0.360
F5 -9.1348 -8.6626 -8.0268  -0.245
C16 -0.4423 -14.9198 -3.7741  -0.637
C17 4.7018 -17.2919 -12.2654  0.908
F6 0.4618 -8.5577 1.9609  -0.231
O6 -5.9251 -9.9348 -0.9628  -0.317
O7 2.4661 -16.9138 -12.9868  -0.525
H12 -3.5479 -12.5166 -0.1749  0.216
O8 0.4481 -9.3581 -0.7752  -0.340
H13 -4.2507 -7.5631 -0.8236  0.302
H14 -3.3721 -12.7968 -3.8595  0.267
H15 0.0478 -13.9501 -3.6868  -0.227
O9 3.0584 -16.1975 -10.8355  -0.193
H16 -6.3733 -7.6724 -2.4105  0.414
H17 -6.4880 -9.0331 -3.5943  0.145
H18 1.1342 -14.6180 -8.6325  0.257
C18 -8.6174 -10.9496 -7.4700  0.335
H19 -2.7869 -10.5108 -7.4378  0.319
O10 0.2772 -11.5587 0.1738  -0.505
C19 -7.7127 -11.4978 -4.5038  -0.937
H20 0.3455 -16.7876 -4.5070  0.407
F7 1.0840 -15.7115 1.3398  -0.209
H21 2.5960 -14.0020 -9.3870  0.349
C20 -0.1865 -10.8334 -2.8879  -0.218
C21 -1.1544 -12.7849 -6.4058  0.669
O11 -9.1971 -10.4854 -6.3642  -0.268
O12 1.3529 -16.0280 -2.8923  -0.375
F8 -0.5917 -10.2632 2.5273  -0.248
H22 2.5945 -15.4432 -8.3576  0.274
H23 -3.0600 -8.7819 -1.1126  0.193
H24 -1.2593 -14.8977 -4.4953  0.325
O13 -5.8972 -10.6321 1.1504  -0.621
H25 1.8318 -14.1543 -5.0622  0.235
C22 -1.1777 -15.7820 0.9192  0.307
H26 -9.8256 -10.8640 -4.4881  0.412
F9 5.3393 -16.8554 -13.3748  -0.261
H27 1.3275 -9.1376 -2.7449  0.434
C23 -3.3360 -11.8606 -4.4167  0.145
O14 3.5469 -16.2974 -2.1045  -0.559
H28 0.1787 -11.7034 -3.4335  -0.070
H29 -0.7734 -10.2759 -3.6178  0.262
H30 -4.2608 -14.0433 0.5032  0.438
F10 4.5626 -18.5801 -12.3666  -0.237
H31 1.2459 -16.6576 -10.0304  0.240
F11 -1.5503 -8.8674 1.3317  -0.228
H32 1.7365 -10.5227 -1.8579  0.370
O15 3.0879 -15.5452 -4.3530  -0.366
C24 -8.6870 -9.8380 -8.4972  0.850
C25 -3.6798 -13.5912 -0.3006  -1.458
H33 -2.6654 -15.2823 -1.0618  0.420
H34 -4.5562 -10.1903 -2.4394  -0.515
C26 -5.8427 -8.4838 -2.9088  -1.373
C27 -3.2555 -11.9929 -5.9018  0.501
H35 -7.7334 -11.2061 -3.4537  0.359
C28 0.8745 -9.9116 -2.1253  -0.642
F12 -0.0920 -16.8755 2.7464  -0.241
H36 -5.1687 -8.0094 -3.6221  0.390
H37 -1.8138 -13.6729 -1.2907  -0.112
H38 1.6286 -15.6864 -5.9985  0.163
O16 -4.3566 -9.1899 0.3412  -0.260
O17 -1.5675 -14.5233 0.4746  -0.227

energy: -97066.5932 eV
Kohn-Sham gap: 10.3 eV
HOMO energy: -0.3971 Eh
F_max: 6.51 eV/A